Record 1
Density functional theory data (ωB97M-V/def2-TZVPD) for C39H66F2NO13S6 as an isolated structure.

Output
Relative energy (zero: lowest compared OMol25 entry of this formula, charge and spin), eV: 0.068
Net charge: +1
2S+1: 1

Atoms and positions in Å:
C (-0.1821, 2.6604, -0.9755)
C (0.1662, 1.3715, -1.6938)
O (0.9799, 1.4177, -2.6256)
N (-0.4673, 0.1590, -1.2486)
H (0.4143, -0.2532, -0.9419)
H (-1.0852, 0.0895, -0.4713)
C (-1.0061, -0.8116, -2.3082)
H (0.2209, 2.7386, 0.1854)
H (-1.2178, 2.7389, -0.7955)
H (0.1234, 3.5531, -1.3974)
H (-0.9631, -1.8830, -2.0052)
H (-0.3265, -0.8016, -3.2654)
H (-2.1244, -0.7308, -2.4924)
F (-3.4473, -2.0464, -4.9626)
C (-4.0972, -2.0967, -3.8243)
C (-4.1695, -3.2693, -3.0310)
C (-4.8667, -3.3718, -1.8839)
C (-5.5095, -2.2843, -1.2827)
C (-5.3627, -1.0580, -2.0209)
C (-4.7511, -0.9550, -3.2331)
H (-3.6728, -4.2419, -3.3928)
H (-4.8431, -4.4258, -1.2903)
H (-5.8184, -2.2409, -0.3773)
H (-6.1419, -0.3908, -1.4929)
H (-4.7579, -0.0262, -3.6074)
F (1.6574, -4.3681, 0.7411)
C (0.5429, -4.7296, 0.2734)
C (0.1914, -4.5590, -1.0473)
C (-1.0390, -5.1107, -1.5152)
C (-1.8151, -5.9602, -0.7456)
C (-1.4512, -6.2871, 0.5827)
C (-0.3290, -5.6166, 1.0322)
H (0.9156, -4.1080, -1.6932)
H (-1.4528, -4.7713, -2.4218)
H (-2.7559, -6.2187, -1.1937)
H (-1.9293, -6.9778, 1.2653)
H (0.1055, -5.9398, 2.0951)
C (0.5765, -0.4847, 4.6410)
C (1.8969, 0.4389, 4.6449)
C (2.1064, 0.8318, 3.3230)
S (1.7768, -0.5523, 2.3608)
O (3.0141, -1.1890, 2.1746)
O (0.9156, -0.3226, 1.1595)
C (0.7486, -1.4462, 3.3938)
H (-0.2062, 0.1785, 4.5559)
H (0.3748, -0.8383, 5.5998)
H (2.8637, -0.0613, 4.9270)
H (1.6300, 1.1536, 5.4923)
H (2.9316, 1.6329, 3.1655)
H (1.1838, 1.5562, 3.0684)
H (1.2344, -2.3539, 3.6924)
H (-0.1098, -1.7307, 2.9401)
C (4.9239, 5.5956, 1.6809)
C (3.6727, 5.6513, 2.5958)
C (2.9656, 4.4867, 2.2354)
S (3.0698, 4.3419, 0.5216)
O (1.9602, 5.1108, -0.1034)
O (3.2994, 3.0103, 0.0296)
C (4.5379, 5.2093, 0.2830)
H (5.5349, 4.8350, 2.2305)
H (5.5962, 6.4338, 1.7063)
H (3.3207, 6.4999, 2.2851)
H (3.9675, 5.6576, 3.7186)
H (1.9059, 4.5610, 2.5560)
H (3.2731, 3.6604, 2.7754)
H (4.3308, 6.2132, -0.4088)
H (5.1914, 4.5634, -0.1869)
C (0.6283, -5.1089, -6.9065)
C (1.3911, -5.2081, -5.5822)
C (1.6900, -3.7980, -5.2263)
S (0.1639, -2.9626, -5.6102)
O (0.5139, -1.7247, -6.1461)
O (-0.5730, -3.0611, -4.4561)
C (-0.5975, -4.0087, -6.7467)
H (0.2189, -6.1464, -7.3417)
H (1.3054, -4.6825, -7.7686)
H (2.0853, -5.9124, -5.5927)
H (0.6154, -5.4763, -4.8283)
H (2.7308, -3.5888, -5.6492)
H (1.8262, -3.7333, -4.1819)
H (-0.9857, -3.5182, -7.8742)
H (-1.5828, -4.3144, -6.3617)
C (-5.2556, 0.6459, 1.2908)
C (-4.6387, 1.9612, 0.8455)
C (-3.7360, 2.4561, 1.7783)
S (-2.9323, 0.9608, 1.9565)
O (-2.3750, 0.8795, 3.3240)
O (-1.9849, 0.6905, 0.8853)
C (-4.2533, -0.1618, 1.8495)
H (-6.0361, 0.2415, 0.4412)
H (-5.8390, 0.9405, 2.1058)
H (-5.3693, 2.5472, 0.9235)
H (-4.4965, 1.7567, -0.1629)
H (-4.1017, 2.7535, 2.7737)
H (-2.9223, 3.0209, 1.3603)
H (-4.4331, -0.5438, 2.8365)
H (-3.7469, -0.9865, 1.2505)
C (5.2941, -0.0243, -1.4714)
C (4.6831, -0.2851, -2.8695)
C (4.0776, -1.5164, -2.9918)
S (3.3352, -1.7883, -1.3824)
O (3.6757, -3.1239, -1.0957)
O (1.9998, -1.3256, -1.5872)
C (4.3644, -0.5828, -0.4430)
H (5.6974, 1.0243, -1.4298)
H (6.1782, -0.6249, -1.2282)
H (5.5586, -0.1124, -3.6946)
H (3.8672, 0.3422, -3.1748)
H (4.8955, -2.1465, -3.2527)
H (3.4496, -1.4013, -3.8429)
H (4.8580, -0.9948, 0.2176)
H (3.9356, 0.3071, 0.0973)
C (-2.5803, 4.0301, 5.1292)
C (-1.1943, 3.8567, 5.9056)
C (-0.1595, 4.0954, 4.9250)
S (-0.8133, 4.9384, 3.5053)
O (-0.8372, 4.1476, 2.2714)
O (-0.0434, 6.1565, 3.4226)
C (-2.4208, 5.1600, 4.1134)
H (-3.2501, 4.4427, 5.9157)
H (-2.8803, 3.2049, 4.5719)
H (-1.0152, 2.9429, 6.4746)
H (-1.1508, 4.5575, 6.6035)
H (0.2730, 3.0346, 4.5864)
H (0.6437, 4.6566, 5.3773)
H (-3.2122, 5.2148, 3.4310)
H (-2.7602, 6.0587, 4.7327)



Record 2
Density functional theory data (ωB97M-V/def2-TZVPD) for C39H67BInNO22P as an isolated structure.

Output
Net charge: -1
2S+1: 1

Atoms and positions in Å:
C (0.3335, -1.8352, 3.1844)
C (-0.2251, -0.7308, 2.2820)
O (-1.2900, -1.0993, 1.4172)
C (-1.0464, -2.2214, 0.5717)
C (0.1991, -2.0489, -0.2984)
In (1.9068, -3.4281, 0.0434)
C (1.4593, -5.1252, 1.3995)
C (2.3591, -5.1761, 2.6486)
C (3.8098, -5.3845, 2.2888)
O (4.1937, -6.3465, 1.6582)
O (4.7193, -4.4945, 2.7387)
B (2.7000, -4.2332, -1.9869)
O (3.5248, -5.3499, -2.0984)
O (2.3445, -3.6668, -3.2202)
P (3.7516, -1.9296, 1.0494)
N (4.9686, -1.8549, -0.2052)
O (3.0707, -0.3724, 1.0462)
H (0.4253, -1.4274, 4.1936)
H (1.3414, -2.1215, 2.8785)
H (-0.3154, -2.7093, 3.2502)
H (0.5991, -0.2704, 1.7256)
H (-0.6469, 0.0712, 2.8967)
H (-1.0442, -3.1569, 1.1491)
H (-1.9372, -2.2778, -0.0656)
H (0.5819, -1.0334, -0.1967)
H (-0.0801, -2.1993, -1.3452)
H (1.5135, -6.0948, 0.8993)
H (0.4254, -5.0170, 1.7467)
H (2.1079, -6.0529, 3.2623)
H (2.1945, -4.2976, 3.2757)
H (4.3179, -3.6092, 2.8241)
H (4.2518, -5.2508, -1.4742)
H (2.5325, -2.7246, -3.1718)
H (5.8894, -1.7861, 0.2098)
H (4.8735, -1.0729, -0.8437)
H (3.1656, 0.0233, 0.1722)
O (-1.8273, 1.9965, 3.3302)
C (-2.8614, 1.9142, 2.7305)
O (-3.5061, 3.0059, 2.2487)
C (-4.7637, 2.6078, 1.6505)
C (-4.5838, 1.1374, 1.2966)
C (-3.6381, 0.6613, 2.3972)
H (-5.5566, 2.7699, 2.3748)
H (-4.9390, 3.2394, 0.7816)
H (-5.5276, 0.6011, 1.2448)
H (-4.0843, 1.0447, 0.3302)
H (-4.1727, 0.3436, 3.2953)
H (-2.9524, -0.1257, 2.0819)
O (1.2610, 1.0428, -0.7174)
C (0.9078, 1.8667, 0.0717)
O (-0.3696, 1.9392, 0.5167)
C (-0.5359, 3.0557, 1.4014)
C (0.8636, 3.3680, 1.9198)
C (1.7335, 2.9597, 0.7309)
H (-0.9587, 3.8885, 0.8304)
H (-1.2325, 2.7734, 2.1865)
H (0.9832, 4.4035, 2.2327)
H (1.0877, 2.7280, 2.7738)
H (1.8674, 3.7688, 0.0102)
H (2.7041, 2.5688, 1.0245)
O (3.0584, -7.3737, -8.5853)
C (3.0001, -6.9307, -7.4676)
O (1.9137, -6.2882, -7.0141)
C (2.1546, -5.7742, -5.6768)
C (3.2831, -6.6288, -5.1214)
C (4.0699, -6.9584, -6.3915)
H (2.4316, -4.7236, -5.7503)
H (1.2363, -5.8515, -5.1038)
H (3.8470, -6.1190, -4.3448)
H (2.8785, -7.5470, -4.6933)
H (4.8125, -6.1931, -6.6284)
H (4.5524, -7.9316, -6.3670)
O (7.5707, -3.6584, -10.1682)
C (6.7265, -4.4406, -10.4914)
O (6.9711, -5.7692, -10.5811)
C (5.8145, -6.4590, -11.0916)
C (4.6366, -5.5442, -10.7896)
C (5.2845, -4.1623, -10.8809)
H (5.9595, -6.6137, -12.1639)
H (5.7389, -7.4260, -10.6016)
H (3.7972, -5.6926, -11.4649)
H (4.2829, -5.7281, -9.7787)
H (5.2791, -3.7655, -11.8979)
H (4.8484, -3.4307, -10.2070)
O (2.0602, -0.1361, 5.5680)
C (1.6994, 1.0010, 5.6095)
O (0.4139, 1.3350, 5.8760)
C (0.2234, 2.7510, 5.7309)
C (1.6117, 3.3633, 5.9050)
C (2.5052, 2.2604, 5.3424)
H (-0.1991, 2.9342, 4.7415)
H (-0.4924, 3.0808, 6.4810)
H (1.7247, 4.3194, 5.4080)
H (1.8255, 3.5036, 6.9667)
H (2.6403, 2.3562, 4.2638)
H (3.4777, 2.1919, 5.8214)
O (-7.7479, 2.1226, 2.0791)
C (-8.5701, 1.5660, 1.4068)
O (-8.2567, 0.4809, 0.6643)
C (-9.3869, 0.0745, -0.1287)
C (-10.6050, 0.6485, 0.5882)
C (-10.0243, 1.9223, 1.2047)
H (-9.2647, 0.4899, -1.1306)
H (-9.3881, -1.0105, -0.1935)
H (-11.4472, 0.8166, -0.0794)
H (-10.9278, -0.0342, 1.3757)
H (-10.0514, 2.7673, 0.5159)
H (-10.4858, 2.1924, 2.1508)
O (3.4007, 5.6286, 3.9661)
C (3.8079, 6.2539, 4.8974)
O (3.3965, 6.0131, 6.1688)
C (3.9615, 6.9804, 7.0685)
C (5.2035, 7.5119, 6.3598)
C (4.7888, 7.4131, 4.8927)
H (3.2177, 7.7606, 7.2449)
H (4.1824, 6.4843, 8.0100)
H (5.4822, 8.5125, 6.6829)
H (6.0478, 6.8483, 6.5486)
H (4.2589, 8.3038, 4.5515)
H (5.6134, 7.2037, 4.2181)
O (-9.2190, 4.0903, -0.8677)
C (-8.3162, 4.8450, -1.0926)
O (-8.4395, 5.8846, -1.9420)
C (-7.1724, 6.5539, -2.0961)
C (-6.3746, 6.1915, -0.8473)
C (-6.9094, 4.7943, -0.5345)
H (-6.7028, 6.1861, -3.0104)
H (-7.3591, 7.6193, -2.2005)
H (-5.2989, 6.2370, -0.9996)
H (-6.6298, 6.8725, -0.0349)
H (-6.3630, 4.0118, -1.0645)
H (-6.9331, 4.5580, 0.5259)



no.,maximum force (eV Å⁻¹),orbital gap (eV)
1,9.31,8.89
2,2.10,5.02